Entry 1:
ORCA calculation (ωB97M-V with the def2-TZVPD basis set) on a structure of composition C26H21Cl3N7O2RbSSi.

- HOMO: -2.62 eV
- Relative energy (zero: lowest compared OMol25 entry of this formula, charge and spin): 37.3 kJ/mol
- Kohn-Sham gap: 6.442 eV
- Net charge: -2
- Spin multiplicity: 1

XYZ file:
```
62
Properties=species:S:1:pos:R:3:forces:R:3
Rb 2.324287 -1.658597 1.435265 0.1 -0.1 -0.1
Cl 5.292335 -0.945405 5.615137 0.0 0.0 0.0
Cl 7.150801 -2.733643 3.570331 0.0 0.0 0.0
Cl 6.748360 0.486475 3.036369 0.0 0.0 0.0
S 1.219149 -0.472134 -3.253519 0.0 0.0 0.0
Si 5.519526 -1.270703 3.461394 0.1 0.0 0.1
O 0.256744 -2.933454 2.769813 0.0 -0.1 0.0
O -1.479948 -4.251159 3.385798 0.0 0.0 0.0
N 0.503089 -3.476214 -0.863380 0.0 0.1 0.0
N 3.568894 0.783704 -3.483465 0.0 0.0 0.1
N 0.513384 0.563539 2.041570 -0.1 0.1 -0.1
N -1.412218 -1.952775 0.788403 0.0 0.0 0.0
N 2.595657 1.043821 -1.453101 0.0 0.1 0.0
N 1.823284 -3.675000 -0.763018 0.0 0.0 0.0
N 1.676399 0.726603 -0.488779 0.0 -0.1 0.0
C -1.682131 -0.555900 -1.126521 0.0 0.0 0.0
C -0.007587 -3.982420 -1.995917 0.0 0.0 0.0
C -2.433962 0.316224 -1.862818 0.0 0.0 0.0
C -4.295375 0.069780 -0.349421 0.0 0.0 0.0
C 1.033926 -4.568526 -2.679491 0.0 0.0 0.0
C 0.031322 1.371091 1.090545 0.0 0.0 0.1
C -0.264851 0.272433 3.078628 0.0 0.0 0.1
C -4.034127 -1.459226 1.605918 0.0 0.0 0.0
C 2.503730 0.482707 -2.614500 0.0 0.0 0.0
C 0.466705 5.482695 -1.950885 0.0 0.0 0.0
C -1.546124 0.775929 3.239380 0.0 0.0 0.0
C -2.042689 1.620648 2.259874 0.0 0.0 0.0
C -3.221648 -2.283707 2.317629 0.0 0.0 0.0
C 0.708553 5.393407 -0.587080 0.0 0.0 0.0
C -3.752173 0.638364 -1.469214 0.0 0.0 0.0
C 0.891926 1.652973 -0.091951 0.0 0.0 0.0
C 0.519507 3.079153 -2.117406 0.0 0.0 0.0
C -3.541407 -0.837303 0.431136 0.0 0.0 0.0
C 0.758539 2.984459 -0.747603 0.0 0.0 0.0
C 2.152631 -4.340106 -1.860147 0.0 0.0 0.0
C 0.848374 4.148838 0.010442 0.0 0.0 0.0
C -0.930990 -3.323919 2.769110 -0.1 0.1 0.0
C -1.880992 -2.484555 1.888336 0.0 0.0 0.0
C -1.243711 1.931862 1.174827 0.0 0.0 0.0
C 0.372363 4.324067 -2.711197 0.0 0.0 0.0
C -2.219001 -1.140744 0.043912 0.0 0.0 0.0
H -1.052836 -3.872453 -2.232191 0.0 0.0 0.0
H -1.605049 2.569741 0.379684 0.0 0.0 0.0
H -0.002834 -2.929843 -0.159267 0.0 0.0 0.0
H -5.053705 -1.261237 1.922584 0.0 0.0 0.0
H 0.996916 -5.057185 -3.637537 0.0 0.0 0.0
H -5.308477 0.308083 -0.041264 0.0 0.0 0.0
H 0.152685 -0.410951 3.809443 0.0 0.0 0.0
H -1.997515 0.767971 -2.745849 0.0 0.0 0.0
H -0.658690 -0.774123 -1.419828 0.0 0.0 0.0
H -4.332931 1.338965 -2.057838 0.0 0.0 0.0
H -2.137915 0.494289 4.099983 0.0 0.0 0.0
H 4.423483 0.972166 -2.976331 0.0 0.0 0.0
H 3.181049 -4.619479 -2.025577 0.0 0.0 0.0
H -3.540654 -2.798554 3.212861 0.0 0.0 0.0
H 1.034244 4.075210 1.075775 0.0 0.0 0.0
H -3.047045 2.021509 2.330091 0.0 0.0 0.0
H 0.452168 2.169126 -2.705795 0.0 0.0 0.0
H 0.190644 4.388096 -3.777378 0.0 0.0 0.0
H 3.670509 0.069398 -4.187242 0.0 0.0 0.0
H 0.789933 6.292791 0.011810 0.0 0.0 0.0
H 0.355478 6.453221 -2.420537 0.0 0.0 0.0
```
Forces are in eV/Å.

=====

Entry 2:
ORCA calculation (ωB97M-V with the def2-TZVPD basis set) on the molecule C6H9Br.

- SMILES string: C/C=C1/[C@@H](C)[C@@H]1Br
- HOMO: -8.24 eV
- Relative energy (zero: lowest compared OMol25 entry of this formula, charge and spin): 293.1 kJ/mol
- Kohn-Sham gap: 9.172 eV
- Spin multiplicity: 1

XYZ file:
```
16
Properties=species:S:1:pos:R:3:forces:R:3
Br 2.932330 0.154070 0.077995 -0.5 0.3 0.3
C 0.190677 1.243656 -0.466289 0.8 0.5 0.0
C 1.179342 0.719138 0.631748 -2.6 -1.5 -2.9
C -0.135012 -0.169024 -0.340287 3.6 4.1 3.3
C -0.438364 -1.388674 -0.496643 -1.8 -0.9 -0.2
C -0.097354 -2.594623 0.190225 1.9 -2.5 2.0
C -0.835899 2.293246 -0.028883 -1.0 -0.1 1.1
H -1.153673 -1.600810 -1.218984 -1.5 0.0 -1.8
H -1.753388 1.924083 -0.554596 0.2 0.7 1.1
H -0.683866 3.337651 -0.330062 0.5 -0.5 -0.5
H 1.024171 1.017338 1.669457 0.1 -0.2 -0.4
H -0.738865 -3.040868 0.994867 -0.4 0.8 -1.1
H -0.927489 2.429431 1.121007 -0.2 -0.9 -1.9
H 0.564810 1.494921 -1.478660 0.3 -0.1 0.7
H 0.800297 -2.422946 0.797597 0.3 -0.2 -0.4
H 0.072278 -3.396595 -0.568485 0.1 0.4 0.8
```
Forces are in eV/Å.

=====

Entry 3:
ORCA calculation (ωB97M-V with the def2-TZVPD basis set) on a cluster of 8 separate species, C5H27N2O8 in total.

- HOMO: -5.85 eV
- Relative energy (zero: lowest compared OMol25 entry of this formula, charge and spin): 233.5 kJ/mol
- Kohn-Sham gap: 8.922 eV
- Net charge: -1
- Spin multiplicity: 1

XYZ file:
```
42
Properties=species:S:1:pos:R:3:forces:R:3
O -0.291451 1.688963 2.018720 0.8 -0.3 1.0
O -1.589946 -0.210265 3.730330 0.5 0.1 -0.1
O -2.225752 2.600136 0.623519 0.1 0.4 0.3
O 0.623172 -3.764518 -0.104566 0.1 0.2 0.6
O 3.814459 -0.406904 1.227957 -0.5 -0.6 0.6
O 1.365689 2.139071 0.089536 0.6 0.6 1.3
O 1.707182 -0.004729 2.902711 -1.2 0.3 -0.6
O 2.640442 0.437266 -3.408785 -0.3 0.2 0.4
N 1.442569 -0.934628 -0.881787 -1.3 -0.2 2.1
N -3.477397 0.062529 -0.659632 -0.6 -0.3 0.3
C -1.653970 -1.465767 -1.516723 0.7 1.2 0.6
C -0.706397 -0.345919 -1.946467 0.7 0.6 -1.3
C 0.331079 0.074253 -0.846308 0.8 1.1 -2.2
C 0.909720 1.552870 -1.066920 -1.4 -0.8 0.1
C -2.608428 -1.027060 -0.353842 1.3 -1.3 -1.2
H 0.873714 -3.628090 0.829984 -0.2 0.0 -0.8
H 2.463092 1.384245 -3.508451 0.2 -0.3 -0.2
H 0.887287 1.958149 0.989117 -0.7 0.0 -1.4
H -0.964311 -2.205821 -1.111543 -0.7 -0.7 -0.2
H -3.140490 0.963922 -0.343697 0.0 0.1 -0.3
H 0.951960 0.254860 2.301050 0.4 -0.3 0.0
H -0.154593 0.113206 0.134576 0.4 -0.3 0.0
H -1.338273 2.572134 0.239963 -0.2 0.0 -0.2
H -1.251800 0.416759 -2.532047 -0.2 0.6 1.3
H 1.483351 0.720823 3.492398 0.7 0.1 0.7
H 2.976758 -0.197769 1.711459 0.6 0.5 -0.1
H -3.761985 0.004093 -1.624611 0.0 0.5 -0.1
H 0.727887 -2.884790 -0.524126 0.4 -0.2 0.3
H -3.143816 -1.985650 -0.198199 -0.1 0.6 0.8
H 1.762253 1.672736 -1.744528 -0.3 -0.5 0.1
H -1.906503 2.508403 1.555057 -0.3 -0.4 -0.6
H 2.185503 -0.798327 -1.540947 -0.1 0.0 -0.3
H -2.279822 -1.815051 -2.343679 0.4 -0.3 -0.1
H -0.054236 -0.582502 -2.804858 0.0 -1.0 0.3
H -0.077648 2.252020 2.779506 -0.1 -0.1 -0.2
H -1.918348 -0.774002 0.452646 -0.6 -0.1 0.5
H -0.963233 0.228998 3.101698 -0.7 0.1 0.2
H 2.276078 0.284726 -2.511430 0.4 0.2 -1.1
H -1.993043 -0.923027 3.230843 0.0 0.0 -0.1
H 4.082974 -1.180504 1.747117 0.2 0.2 -0.4
H 0.082701 2.069126 -1.597889 0.0 0.4 0.5
H 1.913577 -0.823959 0.012842 0.3 -0.3 -0.1
```
Forces are in eV/Å.

=====

Entry 4:
ORCA calculation (ωB97M-V with the def2-TZVPD basis set) on a cluster of 30 separate species, H60O30 in total.

- HOMO: -9.28 eV
- Relative energy (zero: lowest compared OMol25 entry of this formula, charge and spin): 318.3 kJ/mol
- Kohn-Sham gap: 7.622 eV
- Spin multiplicity: 1

XYZ file:
```
90
Properties=species:S:1:pos:R:3:forces:R:3
O 0.895067 -1.280362 -2.468083 0.2 -0.9 0.7
O -1.636413 -0.854082 1.328952 -1.0 1.0 0.0
O -2.772379 -3.845603 0.967547 0.6 0.4 0.4
O -2.351111 1.535102 -1.966612 0.0 -1.8 1.0
O 0.279225 1.773062 -2.089203 0.3 0.2 0.7
O 4.273695 1.054842 0.294169 -0.6 -1.3 0.7
O 3.491229 1.670270 -3.724876 -0.3 -1.5 0.2
O 0.902195 4.563861 -2.755022 0.2 0.3 0.1
O 3.021694 -2.543655 -3.688169 0.9 1.1 1.0
O 0.097938 0.731140 -4.751446 -0.9 0.6 0.8
O -3.721763 3.747715 -2.380827 -0.1 1.5 2.1
O 1.857304 -2.552034 4.737741 -0.2 -0.7 -1.4
O -0.138035 -5.562279 -2.358467 0.3 1.1 -1.7
O 0.577122 2.165855 3.955506 -0.1 -0.4 -0.3
O -3.225718 -2.859205 -3.789606 -0.6 -2.3 -0.1
O -1.013931 -1.944343 4.114832 -2.0 -0.6 -2.7
O 1.728483 -3.458273 -1.411188 -0.3 -1.0 0.3
O -1.280776 -2.319300 -0.994799 -0.3 -0.3 -0.8
O -5.808067 0.323068 -1.014710 -0.6 -0.4 0.2
O 0.938118 4.490730 1.777356 1.1 1.8 -0.9
O 1.781617 2.326540 0.306781 0.1 2.2 -1.1
O -1.563064 0.497714 4.969474 0.3 0.0 0.1
O 3.452300 3.406764 -1.684929 -0.3 -1.0 1.5
O 2.760661 -1.528052 0.677104 0.0 0.1 0.6
O -4.787279 -0.290187 -3.563291 -0.2 -0.1 -0.8
O 0.919108 0.204483 1.770790 0.1 2.8 1.3
O -2.669860 0.988258 -5.131773 0.2 0.2 -1.0
O -3.608635 1.124930 0.382755 0.0 2.1 2.1
O -4.574271 -2.028481 2.226836 -0.7 -0.5 -1.4
O -4.293082 0.499704 3.621309 0.0 0.7 -0.8
H 1.669224 4.898728 2.286021 -0.7 -0.5 -0.4
H -4.425690 1.262055 3.001704 0.3 -1.4 0.9
H -2.303196 -0.161300 1.059750 0.8 -0.8 0.7
H -3.412862 -4.150342 0.333176 -0.2 -0.2 -0.4
H -6.369619 1.035989 -1.372055 -0.1 -0.7 0.5
H -3.982375 -3.458241 -4.053537 1.3 1.3 0.5
H 0.828018 1.710772 -1.272255 -0.5 0.2 -0.6
H -5.051010 -0.132057 -2.657339 0.1 0.0 0.7
H -4.427655 0.918711 -0.057279 -0.9 -0.5 -0.4
H 0.922390 1.461168 3.376002 -0.1 0.3 0.2
H -3.264311 0.617673 -4.497642 -0.6 -0.3 1.2
H -0.894763 0.665971 -4.869490 1.5 0.5 0.3
H 2.296477 -3.402215 -2.192170 0.0 0.1 0.2
H -2.062069 -3.417678 0.445399 -0.3 -0.2 0.0
H 1.018717 -4.092468 -1.638946 0.5 0.2 0.3
H -3.528251 -1.967388 -3.864173 -0.7 1.0 -0.1
H 0.640441 3.728994 -2.333443 -0.1 -0.2 -0.1
H 3.526671 1.620801 0.589692 0.6 -0.6 -0.2
H 3.977167 -2.276519 -3.687320 -1.4 -0.9 -0.6
H 0.525368 -0.538946 -2.907448 -0.6 1.6 -1.0
H -4.137939 -0.315252 3.091589 -0.4 0.7 0.0
H -4.539151 3.476374 -2.777789 -0.7 -0.1 -0.4
H 1.071639 -2.297457 4.231877 0.1 -0.2 -0.1
H -0.307504 -5.108043 -3.234115 0.1 -0.9 1.5
H -6.351845 -0.367769 -0.560586 0.4 1.1 -0.7
H -5.281077 -2.228971 1.535828 1.7 0.3 1.5
H 2.746499 -3.241437 -4.267406 0.8 -0.4 -0.9
H -0.675798 1.707412 -1.850993 0.5 -0.1 -0.1
H 0.605508 3.792744 2.302248 -0.6 -1.4 1.6
H 1.178183 5.167617 -2.054330 -0.3 -0.1 0.0
H -0.952127 -6.002744 -2.132479 -0.4 -0.2 0.1
H 4.066978 0.125285 0.612815 0.2 1.7 -0.5
H 1.534055 -0.392355 1.433751 2.4 -1.9 -1.0
H 3.099893 0.814689 -3.462703 0.0 0.4 -0.7
H 2.629755 -2.351260 1.181361 0.0 0.3 -0.7
H -1.503302 -1.827866 3.190911 1.6 -0.1 2.3
H -2.714370 1.200989 -1.104743 0.6 0.7 -1.1
H -2.509806 0.534924 4.815948 -0.3 0.3 -0.1
H -1.600786 -2.579905 4.569189 0.5 0.3 -0.1
H 1.512389 -1.677624 -3.100691 0.0 0.2 0.3
H 2.757696 3.904645 -2.123270 -0.2 -0.1 -0.4
H -2.760216 2.387184 -2.097678 -0.3 0.7 -0.2
H -3.968760 4.233237 -1.530653 0.5 -0.9 -1.8
H 1.397737 1.637640 0.831251 -0.9 -0.8 1.1
H -5.609296 -0.193865 -4.058422 0.1 -0.1 -0.2
H -1.724115 -2.479146 -1.854737 -0.1 0.1 0.6
H 1.426247 3.236467 0.555398 0.5 -1.5 0.1
H 2.338056 -1.599469 -0.189739 0.0 -0.6 -0.1
H -3.768093 -2.549260 1.966517 -0.9 0.3 -0.2
H -1.480836 -1.301741 0.486840 0.1 -0.4 -0.4
H 3.714746 1.984492 -2.840865 0.3 1.0 0.0
H -3.000330 0.621042 -5.957304 0.2 0.1 -0.3
H 2.968456 2.758796 -1.087274 0.8 1.3 -0.9
H -1.316232 -0.397292 4.656408 0.0 0.4 0.3
H -0.164842 1.711457 4.403767 0.1 0.2 -0.1
H -3.846160 1.939892 0.933870 0.9 -1.6 -1.1
H -0.387581 -2.084364 -1.309822 0.6 0.1 -0.1
H 1.751024 -2.031208 5.505160 0.1 0.9 1.5
H 0.102575 -0.229288 1.694367 -2.4 -0.8 -0.1
H 0.259575 1.468439 -4.089275 -0.3 -1.3 -1.0
```
Forces are in eV/Å.